Entry from the OMol25 dataset: a 4-piece molecular cluster, C55H42F3IN2O9PS overall in a non-equilibrium geometry (the ωB97M-V functional and the def2-TZVPD basis).

CARTESIAN COORDINATES (ANGSTROEM)
C (6.839, 3.073, -0.790)
C (6.851, 3.390, -2.237)
O (6.751, 4.484, -2.687)
O (6.959, 2.297, -3.053)
C (5.759, 2.093, -3.809)
C (5.762, 0.669, -4.292)
C (4.651, 0.406, -5.347)
C (3.514, 1.354, -5.257)
C (3.358, 2.434, -6.156)
I (4.692, 2.756, -7.698)
C (2.301, 3.292, -5.969)
S (2.047, 4.681, -7.007)
C (1.440, 3.073, -4.868)
C (0.289, 3.997, -4.551)
C (-0.141, 4.002, -3.076)
C (0.846, 4.734, -2.200)
F (1.230, 5.873, -2.772)
F (0.282, 5.055, -1.022)
F (1.962, 4.045, -1.908)
N (1.583, 2.044, -4.092)
N (2.604, 1.199, -4.309)
P (2.661, -0.215, -3.143)
C (0.892, -0.320, -2.888)
O (3.197, 0.662, -1.889)
H (7.491, 2.240, -0.572)
H (7.117, 3.957, -0.242)
H (5.826, 2.813, -0.502)
H (5.761, 2.801, -4.633)
H (4.913, 2.277, -3.155)
H (5.568, 0.031, -3.439)
H (6.711, 0.448, -4.756)
H (4.312, -0.619, -5.293)
H (5.105, 0.528, -6.314)
H (0.849, 4.331, -7.488)
H (0.554, 5.013, -4.799)
H (-0.546, 3.650, -5.150)
H (-1.051, 4.585, -3.011)
H (-0.366, 3.024, -2.685)
H (0.684, -1.082, -2.153)
H (0.489, 0.611, -2.517)
H (0.437, -0.536, -3.849)
H (3.194, 0.137, -1.078)
C (-0.001, -2.280, 4.338)
C (-0.337, -1.819, 5.606)
C (-0.415, -0.459, 5.858)
C (-0.148, 0.450, 4.844)
C (0.208, -0.012, 3.574)
C (0.272, -1.378, 3.325)
C (0.527, 0.941, 2.480)
O (0.833, 0.546, 1.370)
C (0.467, 2.398, 2.775)
C (0.771, 3.305, 1.766)
C (0.711, 4.663, 2.021)
C (0.347, 5.128, 3.279)
C (0.015, 4.229, 4.278)
C (0.084, 2.866, 4.034)
C (-0.264, 1.910, 5.128)
O (-0.642, 2.311, 6.206)
H (0.049, -3.343, 4.137)
H (-0.541, -2.524, 6.400)
H (-0.683, -0.094, 6.839)
H (0.533, -1.730, 2.337)
H (1.054, 2.942, 0.788)
H (0.969, 5.362, 1.240)
H (0.301, 6.191, 3.472)
H (-0.297, 4.576, 5.253)
C (-4.330, 1.852, 3.577)
C (-3.187, 2.522, 3.163)
C (-2.799, 2.510, 1.835)
C (-3.534, 1.787, 0.909)
C (-4.665, 1.079, 1.328)
C (-5.074, 1.133, 2.655)
C (-5.416, 0.215, 0.378)
O (-6.379, -0.425, 0.740)
C (-4.921, 0.119, -1.027)
C (-5.562, -0.741, -1.909)
C (-5.131, -0.832, -3.220)
C (-4.060, -0.061, -3.658)
C (-3.411, 0.789, -2.779)
C (-3.832, 0.877, -1.459)
C (-3.087, 1.759, -0.514)
O (-2.129, 2.409, -0.888)
H (-4.625, 1.869, 4.618)
H (-2.591, 3.060, 3.887)
H (-1.910, 3.037, 1.517)
H (-5.954, 0.586, 2.961)
H (-6.398, -1.330, -1.561)
H (-5.631, -1.502, -3.906)
H (-3.730, -0.129, -4.686)
H (-2.572, 1.386, -3.108)
C (-3.502, -3.350, 2.114)
C (-4.500, -4.308, 1.972)
C (-4.190, -5.652, 2.106)
C (-2.884, -6.041, 2.373)
C (-1.881, -5.076, 2.498)
C (-2.200, -3.733, 2.372)
C (-0.464, -5.461, 2.752)
O (0.401, -4.614, 2.872)
C (-0.144, -6.912, 2.851)
C (1.175, -7.302, 3.038)
C (1.490, -8.645, 3.146)
C (0.487, -9.605, 3.074)
C (-0.830, -9.223, 2.884)
C (-1.150, -7.878, 2.764)
C (-2.574, -7.492, 2.533)
O (-3.448, -8.327, 2.475)
H (-3.737, -2.298, 2.014)
H (-5.516, -4.005, 1.759)
H (-4.956, -6.407, 2.004)
H (-1.421, -2.991, 2.481)
H (1.948, -6.549, 3.097)
H (2.518, -8.948, 3.288)
H (0.734, -10.654, 3.164)
H (-1.616, -9.962, 2.824)

Summary:
HOMO level: -11.2 eV
Total charge: +1
Spin multiplicity: 1
HOMO-LUMO gap: 0.245 Eh

Entry from the OMol25 dataset: C55H43N10O3PS2Sc as an isolated structure in a non-equilibrium geometry (the ωB97M-V functional and the def2-TZVPD basis).

CARTESIAN COORDINATES (ANGSTROEM)
Sc (0.215, -1.714, -0.095)
C (1.623, -5.005, 5.343)
C (2.737, -5.466, 4.620)
C (2.834, -5.281, 3.254)
C (1.788, -4.617, 2.619)
C (1.576, -4.211, 1.236)
N (2.413, -4.486, 0.263)
C (2.256, -4.030, -0.975)
C (3.063, -4.475, -2.096)
C (4.093, -5.409, -2.203)
C (4.653, -5.608, -3.448)
C (4.192, -4.902, -4.577)
C (3.164, -3.988, -4.476)
C (2.607, -3.777, -3.214)
C (1.530, -2.928, -2.749)
N (0.844, -2.100, -3.555)
C (-0.261, -1.505, -3.184)
N (-0.945, -1.683, -1.998)
C (-2.135, -1.054, -2.106)
N (-3.133, -1.054, -1.233)
C (-2.987, -1.560, -0.026)
N (-1.875, -2.092, 0.534)
C (-2.169, -2.444, 1.828)
N (-1.395, -3.038, 2.695)
C (-0.189, -3.516, 2.368)
N (0.380, -3.540, 1.146)
C (0.686, -4.163, 3.335)
C (0.582, -4.352, 4.710)
C (-3.564, -2.088, 2.120)
C (-4.327, -2.189, 3.271)
C (-5.636, -1.735, 3.208)
C (-6.162, -1.201, 2.024)
C (-5.389, -1.106, 0.877)
C (-4.082, -1.558, 0.953)
C (-2.209, -0.339, -3.379)
C (-3.158, 0.533, -3.888)
C (-2.871, 1.142, -5.099)
C (-1.669, 0.883, -5.775)
C (-0.725, 0.009, -5.260)
C (-1.018, -0.596, -4.046)
N (1.370, -3.091, -1.413)
H (1.585, -5.159, 6.413)
H (3.536, -5.970, 5.149)
H (3.691, -5.625, 2.691)
H (4.437, -5.950, -1.332)
H (5.461, -6.319, -3.564)
H (4.653, -5.084, -5.539)
H (2.799, -3.445, -5.338)
H (-0.277, -3.985, 5.254)
H (-3.906, -2.595, 4.180)
H (-6.261, -1.781, 4.090)
H (-7.184, -0.845, 2.012)
H (-5.779, -0.686, -0.039)
H (-4.068, 0.751, -3.344)
H (-3.578, 1.844, -5.522)
H (-1.473, 1.389, -6.712)
H (0.208, -0.193, -5.769)
C (4.167, 1.548, -1.579)
C (2.823, 2.101, -1.118)
C (2.070, 2.715, -2.306)
C (3.026, 3.163, -0.041)
N (2.082, 1.022, -0.429)
N (1.551, -0.003, -1.284)
H (4.800, 2.356, -1.952)
H (4.051, 0.827, -2.392)
H (4.677, 1.056, -0.750)
H (2.568, 3.630, -2.635)
H (1.045, 2.955, -2.024)
H (2.039, 2.042, -3.166)
H (3.649, 3.976, -0.418)
H (3.502, 2.725, 0.838)
H (2.065, 3.588, 0.263)
H (1.250, 1.420, 0.015)
H (2.317, -0.533, -1.697)
H (1.003, 0.406, -2.047)
S (-2.678, 2.413, 2.401)
P (-2.131, 2.908, 0.566)
S (-1.048, 1.647, -0.539)
C (-3.641, 3.269, -0.393)
C (-4.423, 2.182, -0.784)
C (-5.605, 2.378, -1.475)
C (-6.025, 3.667, -1.791)
C (-5.253, 4.751, -1.409)
C (-4.064, 4.553, -0.712)
C (-1.218, 4.505, 0.563)
C (-0.725, 5.024, -0.634)
C (0.028, 6.186, -0.645)
C (0.313, 6.842, 0.549)
C (-0.177, 6.336, 1.742)
C (-0.947, 5.177, 1.747)
H (-4.085, 1.176, -0.558)
H (-6.200, 1.523, -1.774)
H (-6.950, 3.821, -2.334)
H (-5.572, 5.758, -1.649)
H (-3.474, 5.411, -0.414)
H (-0.924, 4.497, -1.560)
H (0.408, 6.573, -1.582)
H (0.915, 7.742, 0.545)
H (0.037, 6.843, 2.675)
H (-1.352, 4.778, 2.670)
O (0.647, 1.767, 2.686)
C (1.665, 1.228, 3.376)
C (2.226, 1.823, 4.505)
C (3.318, 1.237, 5.125)
C (3.879, 0.066, 4.627)
C (3.315, -0.521, 3.506)
C (2.199, 0.032, 2.890)
C (1.577, -0.690, 1.755)
O (0.312, -0.570, 1.558)
O (2.244, -1.432, 1.002)
H (0.174, 2.461, 3.163)
H (1.809, 2.750, 4.878)
H (3.741, 1.709, 6.003)
H (4.734, -0.385, 5.111)
H (3.715, -1.439, 3.094)

Summary:
HOMO level (alpha / beta): -4.1 / -4.0 eV
Total charge: -1
Spin multiplicity: 1
HOMO-LUMO gap (alpha / beta): 0.182 / 0.180 Eh

- Look up the total charge of the second one.
  -1